No. 1
Density functional theory data (ωB97M-V/def2-TZVPD) for C3H3ErO3 as an isolated structure.

## Properties
**Energy above the lowest of the compared OMol25 structures with the same formula, charge and spin**: 448.6 kJ/mol
**2S+1**: 5
**Net charge**: +3
**⟨S²⟩**: 6.1010
**Gap between HOMO and LUMO (alpha / beta)**: 7.1 / 5.4 eV

Structure (XYZ):
```
10
Properties=species:S:1:pos:R:3:forces:R:3:lowdin_spin:R:1
O -1.745 0.270 1.087 4.29 1.87 3.05 0.018
Er 1.024 3.192 -0.634 -0.23 -1.09 1.11 2.516
O -0.337 2.046 1.038 2.71 0.80 0.33 -0.011
C -0.811 0.987 1.316 -7.09 -1.21 -3.51 0.004
O 0.578 -0.493 0.145 0.75 2.55 -1.33 0.151
C 1.544 0.115 -0.513 -3.79 -2.86 1.92 0.465
H 2.082 -0.616 -1.142 0.70 0.50 -0.47 0.055
C -0.675 -1.384 -0.377 3.04 -2.34 -2.51 0.731
H -0.115 -2.178 -0.871 0.37 0.52 -0.80 0.032
H -1.547 -1.939 -0.049 -0.74 1.25 2.22 0.039
```
Forces are in eV/Å.

***

No. 2
Density functional theory data (ωB97M-V/def2-TZVPD) for C2H6AlO10S2 as an isolated structure.

## Properties
**2S+1**: 2
**Net charge**: -2
**⟨S²⟩**: 0.7627
**Gap between HOMO and LUMO (alpha / beta)**: 5.3 / 4.1 eV

Structure (XYZ):
```
21
Properties=species:S:1:pos:R:3:forces:R:3:lowdin_spin:R:1
Al 1.514 0.422 2.045 -2.29 0.17 -0.72 -0.001
S -1.526 0.971 4.651 2.29 1.79 1.22 -0.038
O -0.159 0.570 4.396 2.63 0.14 -0.33 -0.011
O -1.652 1.908 5.802 0.16 0.12 -1.11 0.283
O -2.058 1.546 3.423 -1.40 1.33 -0.71 0.488
O -2.267 -0.179 4.972 -3.08 -3.39 0.77 0.276
S -1.790 0.678 -0.471 -0.09 2.31 2.27 0.000
O -2.599 -0.467 -0.406 -1.83 -4.17 -0.53 0.000
O -2.599 1.852 -0.483 -2.19 2.91 -2.79 0.000
O -1.116 0.940 0.798 4.36 -1.24 3.46 0.003
O -0.765 0.569 -1.516 1.13 0.33 -2.48 0.000
C 1.662 -0.951 -3.102 -1.03 -1.17 -0.24 0.000
C 2.084 -1.275 -1.637 -2.57 3.30 -0.97 0.000
O 1.478 -0.231 -0.797 3.33 -1.91 1.12 0.000
O 0.215 -1.031 -3.390 3.14 -0.92 -0.42 0.000
H 2.169 -1.738 -3.661 -0.34 -0.39 -0.50 0.000
H 2.100 -0.049 -3.529 -0.12 0.54 0.54 0.000
H 3.163 -1.133 -1.582 0.09 -0.68 0.26 0.000
H 1.629 -2.244 -1.429 0.53 -0.17 0.43 0.000
H 0.741 0.208 -1.228 -1.91 0.40 -0.26 0.000
H -0.225 -0.366 -2.855 -0.83 0.71 0.99 0.000
```
Forces are in eV/Å.

***

No. 3
Density functional theory data (ωB97M-V/def2-TZVPD) for a 2-piece molecular cluster, CH6S4 overall.

## Properties
**Energy above the lowest of the compared OMol25 structures with the same formula, charge and spin**: 64.1 kJ/mol
**Net charge**: 0
**Gap between HOMO and LUMO**: 9.0 eV
**SMILES**: CSS.SS

Structure (XYZ):
```
11
Properties=species:S:1:pos:R:3:forces:R:3:nbo_charge:R:1
C -0.659 -1.219 -0.744 0.86 0.97 0.35 -0.780
S -1.781 -1.963 0.416 -0.30 -1.11 0.72 0.112
S -2.027 -0.564 1.889 -0.02 0.11 0.20 -0.146
H -0.815 -0.169 -0.478 -0.04 0.18 -1.15 0.230
H -0.926 -1.567 -1.738 -0.35 0.52 -0.12 0.232
H 0.424 -1.349 -0.652 -0.17 -0.59 0.54 0.221
H -1.272 -1.025 2.923 0.03 -0.07 -0.53 0.129
S 2.626 1.481 -0.550 1.17 -0.52 -0.08 -0.138
S 0.966 2.642 -0.436 -0.70 0.82 0.07 -0.117
H 3.133 1.937 0.595 0.10 -0.12 0.20 0.133
H 0.330 1.796 -1.226 -0.58 -0.19 -0.21 0.125
```
Forces are in eV/Å.

***

No. 4
Density functional theory data (ωB97M-V/def2-TZVPD) for a 2-piece molecular cluster, C6H9N2O overall.

## Properties
**Energy above the lowest of the compared OMol25 structures with the same formula, charge and spin**: 465.1 kJ/mol
**Net charge**: +1
**Gap between HOMO and LUMO (alpha / beta)**: 5.9 / 6.1 eV

Structure (XYZ):
```
18
Properties=species:S:1:pos:R:3:forces:R:3:nbo_charge:R:1
C -3.828 -0.431 -0.108 0.25 0.40 0.17 -0.246
C -2.634 -1.239 -0.120 0.22 -0.34 -0.27 -0.352
C -3.467 0.869 0.100 -1.42 -0.75 -0.32 0.138
C -1.745 -0.282 0.128 0.67 0.24 0.44 0.716
C 2.108 0.077 -0.023 0.47 -0.24 0.05 0.483
C 3.586 -0.163 0.142 -0.03 -0.03 0.01 -0.676
N 1.711 1.334 -0.210 -0.14 0.60 -0.09 -0.757
N 1.263 -0.879 0.015 -2.13 0.26 -0.02 -0.662
O -2.118 0.955 0.228 1.85 0.06 -0.13 -0.418
H -4.811 -0.842 -0.233 -0.22 0.04 0.04 0.276
H -2.527 -2.292 -0.253 0.07 -0.25 -0.09 0.295
H -4.029 1.779 0.181 0.08 0.19 0.11 0.251
H 3.789 -0.466 1.168 -0.01 0.05 0.01 0.256
H 3.918 -0.962 -0.518 -0.03 0.02 -0.03 0.252
H 4.146 0.741 -0.080 0.11 0.01 0.00 0.234
H 2.372 2.086 -0.311 -0.08 -0.15 0.05 0.417
H 0.731 1.543 -0.320 0.13 -0.04 0.00 0.403
H 1.534 -1.827 0.211 0.20 -0.05 0.07 0.390
```
Forces are in eV/Å.